(1)
Computed, not measured: 2 unconnected molecules or ions with the total composition C5H6N2O, with the ωB97M-V functional and the def2-TZVPD basis.

Results
Max |F|: 4.278 eV Å⁻¹
Energy relative to the best compared isomer or geometry (same formula, charge and spin): 58.4 kcal per mole
HOMO energy: -8.21 eV
Net charge: 0
Gap between HOMO and LUMO: 9.14 eV

Positions of all 14 atoms, in Å:
C 1.9773 0.4293 0.6986
C 1.4867 -0.2458 -0.5146
C 0.9913 1.2427 1.1088
C 0.2046 0.2417 -0.6424
C -3.2736 -0.9493 0.3067
N -3.7345 0.1042 0.2789
N -0.7242 -0.0468 -1.6753
O -0.1419 1.0871 0.3244
H 2.8694 0.4473 1.1800
H 2.0308 -0.9952 -1.0526
H 1.0953 1.8619 1.9958
H -4.0094 1.0990 0.0381
H -0.5291 -1.0050 -2.1903
H -0.7093 0.6876 -2.3305

Forces on atoms 1 to 3 (eV/Å):
-2.9 -0.1 -2.3
-0.3 1.3 2.1
0.3 -0.5 0.4

Mulliken population analysis, charges in e, atoms 1 to 2:
1 C -0.30
2 C -0.61


(2)
Computed, not measured: C6H8N2 in the gas phase, with the ωB97M-V functional and the def2-TZVPD basis.

Results
Max |F|: 6.579 eV Å⁻¹
Energy relative to the best compared isomer or geometry (same formula, charge and spin): 114.9 kcal per mole
HOMO energy: -8.62 eV
Net charge: 0
Gap between HOMO and LUMO: 9.05 eV
Structure (SMILES): C=Cc1ccnn1C

Positions of all 16 atoms, in Å:
C 0.2800 1.8464 0.3143
C -1.9699 -0.6047 -0.0511
C -0.9123 -1.4647 0.1820
C 0.1841 -0.5268 -0.0330
C 1.5597 -1.1144 0.0414
C 2.4714 -0.0674 -0.2373
H 0.6039 2.5865 -0.5888
H -0.3973 2.5802 0.9696
H 1.1781 1.1685 1.0123
H -3.0128 -0.6840 -0.3728
H -0.6358 -2.6496 0.2722
H 1.8258 -1.9263 0.7496
H 2.1409 0.8808 -0.7561
H 3.6276 0.0060 -0.2910
N -0.4050 0.6895 -0.1126
N -1.7391 0.6859 -0.2150

Forces on atoms 1 to 3 (eV/Å):
1.9 2.1 1.7
-4.6 -0.4 -1.2
3.2 -0.6 -1.4

Mulliken population analysis, charges in e, atoms 1 to 2:
1 C -0.84
2 C -0.22


(3)
Computed, not measured: 2 unconnected molecules or ions with the total composition C2H6N2O, with the ωB97M-V functional and the def2-TZVPD basis.

Results
Max |F|: 4.327 eV Å⁻¹
Energy relative to the best compared isomer or geometry (same formula, charge and spin): 95.0 kcal per mole
HOMO energy (alpha / beta): -8.55 / -8.55 eV
Net charge: 0
Gap between HOMO and LUMO (alpha / beta): 8.15 / 8.15 eV
Structure (SMILES): NC=O.C=N

Positions of all 11 atoms, in Å:
C -1.7602 -0.0157 0.3906
N -0.9594 0.7277 1.1084
C 0.7689 -0.6241 -0.5716
N 1.7893 0.2740 -0.3716
O 0.8605 -1.8225 -0.4156
H -0.2238 1.2357 0.6186
H 1.6953 1.2368 -0.6643
H 2.4496 0.0281 0.3565
H -1.6560 -1.1046 0.3039
H -2.8397 0.1984 0.4148
H -0.1245 -0.1338 -1.1698

Forces on atoms 1 to 3 (eV/Å):
-0.5 0.0 4.3
-1.9 0.9 -3.6
-0.2 0.2 -2.5

Mulliken population analysis, charges in e, atoms 1 to 2:
1 C -0.27
2 N -0.49


(4)
Computed, not measured: a molecular structure, C28H25F6N7O6S4SbSr, with the ωB97M-V functional and the def2-TZVPD basis.

Results
Max |F|: 2.968 eV Å⁻¹
Energy relative to the best compared isomer or geometry (same formula, charge and spin): 0.0 kcal per mole
HOMO energy: -5.78 eV
Net charge: -1
Gap between HOMO and LUMO: 7.50 eV

Positions of all 78 atoms, in Å:
Sr 2.7169 -15.5973 10.9492
C 4.3960 -12.7737 8.8569
C 5.6679 -12.8226 9.6124
C 6.6221 -11.7953 9.5006
C 7.5247 -11.5573 10.5095
C 7.6172 -12.4548 11.5362
C 6.7275 -13.5372 11.5417
N 5.8175 -13.6904 10.6133
Sb 6.4641 -15.0370 13.0806
C 4.5135 -14.1441 13.5270
C 4.3273 -13.8113 14.8872
C 3.1762 -13.1524 15.2166
C 2.2569 -12.8454 14.2097
C 2.5754 -13.1548 12.8467
C 1.6318 -12.7685 11.7763
N 3.6650 -13.8413 12.5470
C 5.8985 -16.4653 11.6450
C 6.8194 -16.6286 10.5661
C 6.8680 -17.8524 9.9071
C 5.9586 -18.8240 10.2221
C 4.9097 -18.5137 11.1678
C 3.7281 -19.3812 11.3866
N 4.9363 -17.3864 11.8675
H 4.4539 -12.3322 7.8467
H 4.0849 -13.8076 8.8092
H 3.6696 -12.1329 9.4213
H 6.5090 -11.0932 8.7325
H 8.0996 -10.6058 10.5124
H 8.2320 -12.2497 12.3689
H 5.0131 -14.1947 15.6395
H 2.9219 -12.9313 16.2563
H 1.3661 -12.3565 14.4177
H 0.6745 -13.1954 11.9836
H 1.4245 -11.6895 11.7680
H 1.9291 -12.9450 10.7526
H 7.5762 -15.8973 10.4877
H 7.6745 -18.0179 9.1387
H 5.9219 -19.7693 9.6823
H 3.8184 -20.2721 10.7932
H 3.5320 -19.6310 12.4354
H 2.8808 -18.8655 10.9670
F 7.0311 -10.2037 13.4048
C 6.3898 -9.1745 12.8564
F 7.2428 -8.1453 12.7983
F 6.1431 -9.5420 11.6433
S 4.7897 -8.7608 13.6770
O 4.0805 -9.9988 13.6396
O 5.1926 -8.2845 14.9767
N 4.3654 -7.7439 12.5870
S 3.0419 -8.0056 11.7245
O 3.3851 -8.4207 10.4235
O 1.8837 -8.5820 12.3392
C 2.4428 -6.3094 11.3710
F 3.3780 -5.6098 10.7146
F 2.0258 -5.5885 12.4261
F 1.3679 -6.3609 10.5160
S 3.0430 -16.7570 8.2322
C 1.8549 -15.5472 7.8185
N 1.2285 -14.7354 8.6597
C 0.3319 -13.9804 7.9684
C -0.6595 -13.1998 8.5567
C -1.5672 -12.4943 7.7238
C -1.4541 -12.5078 6.3019
C -0.5087 -13.2998 5.7197
C 0.3068 -14.0979 6.5707
S 1.3200 -15.3996 6.1422
H -0.7270 -13.1814 9.5941
H -2.3072 -11.9324 8.2064
H -2.0941 -11.8372 5.7292
H -0.4313 -13.4337 4.6387
N 1.7221 -16.3734 15.2878
N 0.9880 -17.4016 14.5417
C 0.7337 -17.3604 13.1952
O -0.0170 -18.1641 12.6582
O 1.4387 -16.4626 12.6191
H 2.7796 -16.5700 15.1104
H 1.5085 -15.5128 14.7702
H 0.9434 -18.2850 15.0203

Forces on atoms 1 to 3 (eV/Å):
0.0 -0.2 -0.6
-0.5 0.2 -0.1
1.8 1.6 0.9

Mulliken population analysis, charges in e, atoms 1 to 2:
1 Sr 1.86
2 C -0.58


(5)
Computed, not measured: a gas-phase ion, C3H7N2 (charge +1), with the ωB97M-V functional and the def2-TZVPD basis.

Results
Max |F|: 3.860 eV Å⁻¹
Energy relative to the best compared isomer or geometry (same formula, charge and spin): 67.1 kcal per mole
HOMO energy: -14.35 eV
Net charge: +1
Gap between HOMO and LUMO: 8.86 eV
Structure (SMILES): NC[N+]1=CC1

Positions of all 12 atoms, in Å:
C 1.4643 0.3366 -0.7058
C -0.9774 0.3027 0.4250
C 1.5040 -0.1971 0.7162
N 0.3644 -0.0830 0.1710
N -1.8931 -0.5171 -0.2731
H 1.7412 1.3454 -0.8365
H 1.6517 -0.4235 -1.5360
H -1.1073 0.2493 1.4781
H -0.9595 1.3209 0.0871
H 2.1679 -0.4130 1.6062
H -2.1804 -1.4159 0.1361
H -1.7759 -0.5051 -1.2681

Forces on atoms 1 to 3 (eV/Å):
0.9 -3.6 -0.5
-1.8 -1.1 -0.4
0.3 0.0 -1.2

Mulliken population analysis, charges in e, atoms 1 to 2:
1 C -0.43
2 C -0.38


Question: energy relative to the best compared isomer or geometry (same formula, charge and spin) of number 1 (C5H6N2O)?
Answer: 58.4 kcal per mole


Question: Number 3 is which compound?
Answer: C2H6N2O


Question: Look up the energy relative to the best compared isomer or geometry (same formula, charge and spin) of the fifth one.
Answer: 67.1 kcal per mole